Record 1
The following is a DFT calculation (the ωB97M-V functional and the def2-TZVPD basis) of a single CH3NSSi molecule.

Summary:
Relative energy (zero: lowest compared OMol25 entry of this formula, charge and spin) ... 0.0000 eV
Net charge ... 0
E ... -782.34167 Ha
Frontier orbital gap ... 10.198 eV
SMILES ... [SiH3]N=C=S

Last column: Mulliken charge in e.
Geometry (Å):
Si1 1.11 0.07 -0.01  0.3334
N1 -0.59 0.52 -0.11  -0.1961
C1 -1.75 0.19 -0.05  0.4373
S1 -3.24 -0.31 0.04  -0.3456
H1 1.46 0.13 1.41  -0.0706
H2 2.01 0.75 -0.91  -0.0739
H3 1.00 -1.36 -0.37  -0.0846


Record 2
The following is a DFT calculation (the ωB97M-V functional and the def2-TZVPD basis) of a 7-piece molecular cluster, C45H104F6N6OP overall.

Summary:
Relative energy (zero: lowest compared OMol25 entry of this formula, charge and spin) ... 2.3155 eV
Net charge ... +5
E ... -3119.72917 Ha
Frontier orbital gap ... 10.968 eV

Last column: Mulliken charge in e.
Geometry (Å):
P1 0.39 1.19 -0.75  2.1745
F1 -0.36 2.50 -1.31  -0.4178
F2 -0.90 0.82 0.20  -0.4493
F3 -0.25 0.20 -1.89  -0.5873
F4 1.24 -0.07 -0.16  -0.3039
F5 1.63 1.57 -1.71  -0.4117
F6 0.94 2.14 0.44  -0.7076
C1 1.55 -2.78 -1.43  -1.4246
N1 3.04 -2.58 -1.68  1.0858
C2 3.49 -3.85 -2.36  -1.0075
C3 3.16 -1.39 -2.58  -1.2693
C4 3.83 -2.26 -0.41  -0.4208
C5 5.25 -2.85 -0.32  -1.1239
O1 5.96 -2.56 -1.50  -0.4991
H1 1.30 -2.26 -0.51  -0.1140
H2 1.34 -3.81 -1.14  0.6052
H3 0.95 -2.33 -2.21  0.5751
H4 2.85 -4.06 -3.21  0.3710
H5 3.33 -4.63 -1.62  0.4848
H6 4.53 -3.94 -2.63  0.3046
H7 2.57 -1.38 -3.49  0.3953
H8 4.23 -1.27 -2.77  0.4188
H9 2.92 -0.48 -2.02  0.4310
H10 3.25 -2.52 0.48  0.3869
H11 3.89 -1.18 -0.32  0.2556
H12 5.26 -3.89 0.03  0.4290
H13 5.65 -2.30 0.54  0.5012
H14 6.81 -3.00 -1.43  0.3714
C6 1.71 -2.96 6.53  -1.4544
C7 2.13 -1.73 5.68  -0.2993
C8 0.98 -1.13 4.88  -0.8423
N2 1.22 0.26 4.29  0.6688
C9 2.38 0.27 3.30  -0.9168
C10 1.48 1.27 5.44  -0.7042
C11 1.02 2.64 4.93  -1.0199
C12 0.16 2.37 3.68  0.7178
C13 0.01 0.87 3.62  -0.3922
H15 2.55 -3.15 7.20  0.4047
H16 1.53 -3.84 5.93  0.3474
H17 0.89 -2.78 7.22  0.3962
H18 2.91 -2.18 5.07  0.2897
H19 2.63 -0.96 6.27  0.4167
H20 0.07 -1.09 5.48  0.4146
H21 0.67 -1.74 4.03  0.4030
H22 1.99 -0.01 2.33  0.1407
H23 3.01 -0.54 3.66  0.3254
H24 2.83 1.25 3.34  0.3601
H25 2.55 1.20 5.62  0.5369
H26 0.91 0.91 6.29  0.4149
H27 1.92 3.20 4.69  0.3522
H28 0.51 3.20 5.71  0.3948
H29 0.61 2.77 2.77  -0.3650
H30 -0.74 2.96 3.86  -0.1811
H31 -0.11 0.46 2.62  -0.0844
H32 -0.79 0.61 4.31  0.5656
C14 -5.83 1.55 -0.57  -1.4794
C15 -4.81 2.61 -0.09  0.2455
C16 -4.81 2.64 1.42  -1.1495
N3 -3.91 3.72 2.03  0.5221
C17 -2.58 3.70 1.38  -1.5703
C18 -4.70 5.01 2.03  -0.3326
C19 -5.60 4.92 3.24  -0.7533
C20 -5.06 3.82 4.12  -0.6803
C21 -3.73 3.44 3.53  -0.5604
H33 -6.86 1.80 -0.32  0.4399
H34 -5.61 0.65 0.02  0.3669
H35 -5.73 1.48 -1.65  0.3246
H36 -5.15 3.51 -0.60  0.3136
H37 -3.85 2.29 -0.50  0.0094
H38 -4.41 1.68 1.75  0.5170
H39 -5.84 2.72 1.76  0.4375
H40 -1.95 4.46 1.81  0.5407
H41 -2.77 4.03 0.36  0.5931
H42 -2.04 2.76 1.34  0.3318
H43 -3.93 5.76 2.21  0.4418
H44 -5.28 5.29 1.15  0.2886
H45 -5.58 5.90 3.72  0.3702
H46 -6.65 4.77 3.01  0.3493
H47 -5.03 4.19 5.15  0.4078
H48 -5.70 2.94 4.19  0.3500
H49 -2.93 4.08 3.90  0.4952
H50 -3.52 2.40 3.79  0.2160
C22 5.12 1.30 -0.23  -0.7316
C23 5.37 2.77 -0.36  -0.9705
C24 4.04 3.47 -0.77  -0.7304
N4 4.00 4.98 -0.78  0.6476
C25 2.60 5.32 -1.20  -1.1313
C26 5.10 5.62 -1.64  -0.5160
C27 6.19 6.04 -0.68  -0.5624
C28 5.46 6.49 0.56  -0.6953
C29 4.14 5.70 0.61  -0.5247
H51 4.78 0.98 -1.22  0.2221
H52 4.51 0.99 0.61  0.0431
H53 6.09 0.79 -0.14  0.3097
H54 6.12 3.01 -1.11  0.4783
H55 5.88 3.27 0.48  0.5045
H56 3.38 3.18 0.05  0.0024
H57 3.76 3.17 -1.77  0.7136
H58 2.16 4.70 -1.99  0.4541
H59 2.48 6.37 -1.45  0.3616
H60 1.88 5.05 -0.42  0.3940
H61 4.63 6.53 -1.99  0.4743
H62 5.56 4.97 -2.38  0.2331
H63 6.72 6.93 -1.01  0.4469
H64 6.93 5.31 -0.33  0.2272
H65 5.18 7.55 0.55  0.3344
H66 5.96 6.29 1.50  0.3774
H67 3.22 6.17 0.91  0.4468
H68 4.33 4.88 1.31  0.2320
C30 -1.69 -2.15 0.74  -0.7620
C31 -1.95 -3.55 0.11  -0.0406
C32 -2.05 -4.65 1.16  -1.4507
N5 -1.91 -6.14 0.80  0.6019
C33 -0.43 -6.40 0.47  -1.2573
C34 -2.97 -6.58 -0.23  -0.5257
C35 -3.25 -8.01 0.20  -0.7801
C36 -3.41 -7.92 1.72  -0.5215
C37 -2.30 -6.92 2.07  -0.5852
H69 -0.65 -1.89 0.58  -0.2019
H70 -1.95 -2.09 1.80  0.6238
H71 -2.21 -1.36 0.20  0.1880
H72 -1.13 -3.81 -0.57  0.1341
H73 -2.80 -3.50 -0.57  0.2111
H74 -3.02 -4.64 1.65  0.4842
H75 -1.29 -4.50 1.92  0.4826
H76 -0.18 -5.56 -0.18  0.6058
H77 -0.44 -7.36 -0.04  0.3790
H78 0.13 -6.48 1.39  0.3784
H79 -2.69 -6.61 -1.28  0.2725
H80 -3.84 -5.95 -0.06  0.4104
H81 -2.54 -8.73 -0.21  0.3502
H82 -4.21 -8.27 -0.24  0.3995
H83 -3.44 -8.87 2.23  0.3752
H84 -4.40 -7.48 1.88  0.3170
H85 -1.39 -7.42 2.39  0.3973
H86 -2.55 -6.25 2.89  0.3504
C38 -0.50 -1.20 -8.63  -1.4044
C39 -1.49 -0.60 -7.62  -0.1948
C40 -1.17 -1.14 -6.22  -0.7805
N6 -1.99 -0.49 -5.10  0.5831
C41 -1.41 0.86 -4.74  -1.1264
C42 -3.52 -0.36 -5.35  -0.8091
C43 -4.11 -0.21 -3.97  -0.8374
C44 -3.15 -0.92 -3.00  0.3294
C45 -2.08 -1.44 -3.92  -0.8353
H87 -0.40 -2.28 -8.56  0.3713
H88 0.49 -0.73 -8.65  0.3832
H89 -0.91 -1.05 -9.63  0.3877
H90 -2.55 -0.74 -7.83  0.4447
H91 -1.26 0.47 -7.60  0.2431
H92 -0.11 -1.00 -6.02  0.1586
H93 -1.40 -2.20 -6.10  0.4342
H94 -0.33 0.88 -4.65  0.3713
H95 -1.87 1.15 -3.80  0.4580
H96 -1.59 1.54 -5.57  0.3927
H97 -3.63 0.52 -5.97  0.4671
H98 -3.75 -1.27 -5.91  0.4653
H99 -4.23 0.84 -3.69  0.3288
H100 -5.15 -0.54 -3.97  0.4566
H101 -2.75 -0.32 -2.19  -0.4353
H102 -3.66 -1.73 -2.47  0.3852
H103 -1.08 -1.67 -3.55  0.2055
H104 -2.48 -2.35 -4.37  0.7018


Record 3
The following is a DFT calculation (the ωB97M-V functional and the def2-TZVPD basis) of a 10-piece molecular cluster, C33H58BrCl18F3O4P overall.

Summary:
Net charge ... -1
E ... -13091.60209 Ha
Frontier orbital gap ... 6.054 eV

Last column: Mulliken charge in e.
Geometry (Å):
C1 -4.26 -0.28 -3.49  -1.4521
C2 -4.46 0.03 -2.00  -0.6268
C3 -3.51 1.08 -1.41  -1.0041
P1 -1.87 0.60 -0.49  2.8001
Br1 -1.59 3.11 -0.20  -0.4290
C4 -2.87 0.37 1.15  -0.7301
C5 -3.16 1.49 2.12  -0.7297
C6 -3.98 0.94 3.32  -1.7117
C7 -3.19 -0.06 4.18  1.2518
C8 -2.93 0.39 5.62  -0.9486
C9 -1.78 -0.41 6.25  -0.1286
C10 -1.99 -0.72 7.73  -0.2527
C11 -0.76 -1.38 8.34  -0.8658
O1 -0.28 -2.47 7.54  -0.3127
C12 -0.46 -3.71 8.03  0.8246
C13 0.53 -4.68 7.45  -0.9624
O2 -1.32 -4.00 8.82  -0.5715
C14 -2.04 -1.30 -0.69  -1.5751
O3 -1.92 -1.80 -2.01  -0.2257
C15 -2.25 -3.16 -2.07  -0.8440
C16 -0.17 0.44 0.44  -1.8891
O4 -0.34 0.42 1.91  0.0626
C17 0.66 0.93 2.61  0.8098
F1 0.50 0.56 3.91  -0.2012
F2 0.71 2.28 2.59  -0.3041
F3 1.88 0.49 2.23  -0.2682
C18 -0.92 0.80 -2.19  -1.2614
C19 0.53 0.45 -2.26  0.5554
C20 1.46 1.48 -2.18  -0.1193
C21 2.83 1.26 -2.23  -1.1356
C22 3.32 -0.02 -2.39  -0.5179
C23 2.40 -1.07 -2.45  -0.0379
C24 1.05 -0.84 -2.39  -0.3200
H1 -4.42 0.61 -4.09  0.3982
H2 -4.99 -1.04 -3.79  0.3833
H3 -3.27 -0.68 -3.70  0.1560
H4 -4.58 -0.90 -1.44  0.2739
H5 -5.46 0.48 -1.96  0.5646
H6 -3.24 1.76 -2.22  0.5979
H7 -4.06 1.72 -0.72  0.4825
H8 -3.86 0.05 0.79  0.6883
H9 -2.50 -0.52 1.67  -0.5858
H10 -3.80 2.25 1.68  0.5573
H11 -2.27 1.93 2.57  0.1072
H12 -4.91 0.50 2.95  0.4537
H13 -4.28 1.79 3.94  0.5445
H14 -2.22 -0.26 3.71  -1.0828
H15 -3.73 -1.01 4.22  0.3928
H16 -2.66 1.45 5.62  0.3254
H17 -3.84 0.26 6.21  0.3264
H18 -1.76 -1.38 5.73  0.0515
H19 -0.82 0.05 6.05  0.3384
H20 -2.20 0.20 8.29  0.1262
H21 -2.82 -1.42 7.82  0.2631
H22 -0.92 -1.69 9.37  0.3881
H23 0.05 -0.65 8.35  0.4033
H24 1.54 -4.36 7.69  0.2778
H25 0.45 -4.64 6.36  0.1720
H26 0.32 -5.69 7.80  0.3277
H27 -1.29 -1.79 -0.07  0.2289
H28 -2.99 -1.63 -0.25  0.8062
H29 -2.25 -3.47 -3.11  0.2421
H30 -1.54 -3.77 -1.49  0.2423
H31 -3.25 -3.35 -1.66  0.3247
H32 0.41 -0.45 0.20  0.0849
H33 0.42 1.33 0.23  0.8044
H34 -1.51 0.35 -2.98  0.3097
H35 -0.95 1.87 -2.40  0.2750
H36 1.08 2.49 -2.03  0.4585
H37 3.52 2.10 -2.15  0.4363
H38 4.39 -0.20 -2.43  0.4521
H39 2.77 -2.08 -2.54  0.1059
H40 0.38 -1.68 -2.44  0.2490
C25 1.54 0.96 -6.68  0.0383
Cl1 3.03 1.79 -7.21  -0.1180
Cl2 1.43 0.85 -4.93  0.1284
H41 0.69 1.51 -7.06  0.2998
H42 1.58 -0.04 -7.10  -0.1830
C26 4.03 -1.83 -8.49  0.3996
Cl3 2.26 -1.88 -8.54  -0.2079
Cl4 4.77 -2.95 -9.65  -0.1856
H43 4.35 -0.83 -8.73  -0.0283
H44 4.35 -2.11 -7.49  -0.0188
C27 5.61 -3.84 -3.88  -0.3378
Cl5 4.24 -4.07 -2.78  -0.1065
Cl6 5.58 -2.26 -4.67  -0.1301
H45 6.52 -3.92 -3.31  0.2792
H46 5.56 -4.61 -4.65  0.2835
C28 -4.76 0.90 10.68  -0.3208
Cl7 -4.39 1.51 9.07  -0.0978
Cl8 -3.64 -0.37 11.20  -0.1435
H47 -4.69 1.72 11.39  0.2983
H48 -5.77 0.49 10.67  0.2673
C29 6.99 3.26 -8.27  -0.3830
Cl9 5.99 4.38 -7.33  -0.1181
Cl10 6.20 1.70 -8.49  -0.0688
H49 7.17 3.70 -9.24  0.2775
H50 7.92 3.11 -7.73  0.2943
C30 3.82 -3.83 1.23  -0.4802
Cl11 3.05 -2.57 0.27  0.0410
Cl12 2.81 -5.28 1.33  -0.1691
H51 4.77 -4.08 0.78  0.3209
H52 3.96 -3.46 2.24  0.3254
C31 -1.52 5.40 -3.40  -0.1428
Cl13 -3.28 5.51 -3.36  -0.1716
Cl14 -0.98 4.15 -4.55  -0.1255
H53 -1.12 6.35 -3.73  0.3600
H54 -1.17 5.16 -2.40  0.0463
C32 -0.97 -2.79 2.96  0.8974
Cl15 0.10 -3.13 1.59  -0.0675
Cl16 -2.67 -3.09 2.58  -0.1999
H55 -0.69 -3.44 3.78  0.2801
H56 -0.86 -1.75 3.23  -0.8597
C33 5.99 7.89 -7.01  -0.2039
Cl17 4.62 7.53 -5.95  -0.1317
Cl18 5.99 9.57 -7.57  -0.1765
H57 6.91 7.72 -6.45  0.2895
H58 5.94 7.24 -7.87  0.2191


| no. | molar mass (Da) |
| --- | --- |
| 1 | 89.195 |
| 2 | 890.330 |
| 3 | 1324.849 |